This record from the OMol25 dataset describes a 13-piece molecular cluster, C42H96F4N3O38P5 overall. The level of theory is wB97M-V/def2-TZVPD.

Geometry as XYZ:
```
188
Properties=species:S:1:pos:R:3:forces:R:3:lowdin_charge:R:1
C 9.30682 0.08461 -6.01152 -1.969 -2.032 -1.987 -0.02
N 9.31940 -1.35072 -5.39041 2.707 2.604 1.570 -0.35
C 9.25737 -2.40535 -6.44226 -0.987 0.183 0.630 -0.07
C 10.74413 -1.33666 -4.77516 -1.499 -1.462 -0.682 -0.05
C 8.31665 -1.50903 -4.24110 -0.910 1.176 -1.656 -0.11
C 6.81720 -1.02245 -4.59492 1.637 -1.505 2.609 -0.27
O 6.63098 0.31090 -4.25716 0.346 0.871 -0.671 -0.06
H 9.15645 0.97421 -5.39989 0.302 -0.670 0.564 0.11
H 8.45610 -0.04509 -6.68052 -0.502 0.783 0.043 0.08
H 10.10140 0.12949 -6.75632 0.551 0.122 0.638 0.09
H 9.35229 -3.36282 -5.93007 -0.063 -0.040 -0.081 0.09
H 10.02741 -2.32604 -7.20962 0.013 0.420 0.217 0.10
H 8.26278 -2.29888 -6.87533 0.051 -0.329 -0.252 0.09
H 10.73125 -2.24422 -4.17162 0.673 0.194 0.341 0.09
H 10.89260 -0.40645 -4.22673 0.051 -0.275 -0.020 0.10
H 11.37676 -1.47235 -5.65235 0.432 0.271 0.443 0.09
H 8.67628 -0.92864 -3.39145 -0.071 0.694 -0.376 0.12
H 8.36839 -2.50002 -3.79014 -0.155 -0.528 -0.920 0.11
H 6.41118 -1.54855 -3.73093 -1.052 -0.580 -0.379 0.10
H 6.33946 -1.32145 -5.52791 0.456 -0.219 0.032 0.11
H 6.14516 0.73230 -4.96990 -0.105 0.405 -0.010 0.09
C -1.77821 0.39927 -1.27707 -0.064 -0.664 0.860 0.05
N -1.03407 -0.22721 -0.03922 -0.626 -0.072 -0.305 -0.27
C -1.42246 0.51753 1.26934 -0.453 -1.296 -0.843 0.02
C -1.55030 -1.70666 0.15176 0.879 1.125 -0.111 0.03
C 0.52628 -0.18523 -0.08922 -0.524 -0.164 -0.440 -0.07
C 1.06810 0.98936 -0.89075 0.313 1.013 -0.402 -0.24
O 0.64769 2.22522 -0.34879 -0.537 -0.370 0.870 -0.07
H -2.82615 0.56853 -1.02955 0.126 0.103 0.676 0.10
H -1.87898 -0.36104 -2.05159 0.854 0.184 -0.157 0.10
H -1.35654 1.35786 -1.57940 0.218 -0.362 0.041 0.10
H -1.09273 -0.12865 2.08286 0.086 0.106 0.007 0.10
H -2.51128 0.47490 1.24174 0.070 0.571 0.289 0.10
H -0.98057 1.50829 1.37524 -0.116 -0.158 -0.575 0.10
H -0.81564 -2.15217 0.82250 -0.506 -0.065 0.332 0.10
H -1.56945 -2.32574 -0.74516 0.363 0.661 -0.409 0.10
H -2.57852 -1.68480 0.51285 0.294 0.174 0.374 0.10
H 0.93376 -1.12197 -0.46945 -0.399 -0.004 -0.550 0.13
H 0.80737 -0.22743 0.96307 0.150 0.613 -0.022 0.12
H 0.79782 0.99605 -1.94668 -0.468 -0.707 -0.094 0.12
H 2.15558 1.01911 -0.95867 0.262 -0.741 0.524 0.12
H 0.81344 2.92846 -0.98091 0.049 0.396 -0.351 0.10
C 0.07377 5.76306 -3.83462 3.078 -2.351 -3.934 -1.12
O -0.82647 4.95938 -3.87840 -5.006 -2.127 2.139 -0.03
O 1.12037 5.62999 -3.19314 2.439 0.315 4.938 -0.03
O 0.36882 6.30793 -4.92545 -0.493 3.807 -2.775 -0.01
C -1.17233 -3.35370 -6.07700 0.003 -1.802 0.016 -0.06
C 0.33610 -3.44053 -5.90962 -0.173 -0.939 1.003 -0.49
C 1.20118 -3.56172 -7.13477 1.219 -0.035 0.451 -0.21
O 1.55910 -4.92664 -7.40662 -0.903 1.228 -0.868 -0.18
C 1.87404 -5.06796 -8.78222 0.579 -1.151 0.452 -0.12
N 0.66882 -2.30277 -5.11945 -0.151 0.797 0.329 0.02
H -1.52620 -2.56921 -6.74592 0.121 -0.110 -0.117 0.09
H -1.67409 -3.27322 -5.11270 0.269 0.422 0.081 0.08
H -1.45911 -4.35914 -6.38516 -0.519 0.169 -0.759 0.08
H 0.61726 -4.31005 -5.31549 -0.395 -0.416 0.058 0.14
H 2.14888 -3.08142 -6.89134 0.211 0.324 0.127 0.11
H 0.82196 -2.95610 -7.95788 -0.361 -0.545 -0.574 0.12
H 2.92402 -4.93527 -9.04306 0.398 0.845 0.396 0.07
H 1.27584 -4.39114 -9.39229 -0.208 -0.548 -0.253 0.09
H 1.80828 -6.14354 -8.94621 -0.860 0.045 -0.624 0.08
H 1.66802 -2.22255 -4.99595 0.082 0.524 -0.199 0.06
H 0.26035 -1.58202 -5.69718 0.671 1.233 0.546 0.08
C -6.91167 3.40466 -4.03969 -0.100 2.237 0.679 -0.09
O -7.19568 2.67807 -5.24500 -0.636 1.139 2.171 -0.22
P -6.17615 1.58259 -5.65209 1.824 -0.689 -1.200 0.39
O -4.72954 1.97179 -5.55002 -2.734 -1.415 -0.152 -0.23
O -6.59514 0.25345 -4.82444 0.143 0.799 0.289 -0.22
C -7.85957 -0.07765 -4.21284 -0.059 0.025 0.119 -0.10
O -6.74730 1.36613 -7.13929 0.318 -0.557 0.627 -0.24
C -8.13682 1.64318 -7.52561 2.215 0.783 -0.346 -0.06
H -7.17576 4.44313 -4.23951 -0.128 0.005 -0.270 0.09
H -5.87914 3.50135 -3.70406 0.337 -0.764 -0.738 0.09
H -7.47046 3.19488 -3.12763 -0.512 -1.041 -0.434 0.09
H -8.06748 -1.09888 -4.53216 -0.323 0.225 0.005 0.09
H -8.69221 0.61018 -4.36013 0.125 0.119 -1.143 0.08
H -7.87145 -0.04003 -3.12355 1.071 -0.284 0.188 0.08
H -8.84405 1.16940 -6.84483 -0.071 0.009 -0.478 0.08
H -8.09382 1.36991 -8.57991 -0.818 -0.645 0.251 0.09
H -8.18036 2.73175 -7.56040 -0.665 -0.020 0.464 0.08
C -5.85125 -2.17430 7.70794 -0.003 0.199 -0.908 -0.06
O -4.74718 -2.64354 6.89764 0.749 -0.225 1.760 -0.24
P -4.25040 -2.04356 5.54322 -1.452 1.442 -1.371 0.45
O -3.03655 -2.66027 4.97502 -0.886 0.733 0.815 -0.24
O -5.63776 -2.26768 4.68372 3.432 2.292 0.357 -0.23
C -6.14868 -3.53994 4.61621 -3.098 -1.174 0.250 -0.16
O -4.33580 -0.39020 5.70958 0.881 -1.542 0.081 -0.23
C -3.49814 0.34874 6.65271 0.053 -0.296 0.526 -0.09
H -6.25308 -3.06183 8.19671 -0.013 0.271 0.007 0.10
H -6.57850 -1.69342 7.05373 -0.258 -0.292 -0.032 0.09
H -5.57205 -1.39761 8.41991 0.489 -0.309 0.100 0.09
H -7.08313 -3.42139 5.16470 -0.606 -0.405 -0.054 0.08
H -5.73974 -4.40473 5.13873 1.212 0.355 -0.326 0.10
H -6.46374 -3.75700 3.59556 0.517 -0.254 -0.046 0.10
H -4.15120 0.89715 7.33157 -0.174 -0.020 -0.231 0.08
H -2.78419 1.05515 6.22921 -0.493 -0.059 -0.881 0.08
H -2.84457 -0.25233 7.28491 -0.295 -0.689 -0.112 0.08
C -12.30569 2.92718 2.84595 -0.093 -0.111 -0.961 -0.10
O -10.89055 2.84047 2.98793 1.928 0.409 -0.905 -0.25
P -9.78900 3.27837 1.82163 0.005 -1.909 -1.421 0.54
O -9.79400 2.50526 0.48718 -0.066 2.321 4.024 -0.29
O -9.89983 4.87304 1.62472 0.069 -2.410 -1.363 -0.21
C -10.23881 5.60144 2.72236 -0.993 3.476 1.828 -0.18
O -8.45553 3.25020 2.74601 -2.404 -0.307 -0.509 -0.24
C -7.29368 3.92141 2.27127 1.014 -1.880 -0.733 -0.09
H -12.70138 2.00476 2.42089 0.147 0.029 -0.305 0.09
H -12.51594 3.76886 2.18604 -0.480 -0.037 0.090 0.08
H -12.82239 3.03028 3.80015 0.602 0.340 0.197 0.09
H -11.23446 6.00639 2.54127 -0.327 -0.181 0.406 0.09
H -9.64302 6.50903 2.81937 0.489 0.073 -0.631 0.09
H -10.15447 5.24740 3.74981 -0.117 -1.217 -0.367 0.10
H -6.84214 3.20891 1.58093 0.515 -0.159 0.060 0.08
H -6.67776 3.94085 3.17036 0.191 0.955 -0.432 0.10
H -7.41106 4.77402 1.60241 -0.444 0.613 0.995 0.10
C 3.25710 0.01925 8.39013 -0.270 -1.370 0.538 -0.14
O 2.44770 0.43070 7.32887 0.977 1.551 -3.686 -0.23
P 3.11352 0.36087 5.81680 -1.373 -1.147 0.652 0.48
O 2.11230 0.69971 4.78782 1.087 0.367 0.579 -0.24
O 4.52367 1.13070 5.91193 -1.583 -1.233 2.078 -0.22
C 5.06985 1.97655 4.96152 -0.093 0.491 -2.336 -0.12
O 3.57162 -1.19443 5.73870 1.102 0.435 0.325 -0.24
C 2.83289 -2.20981 5.06761 -1.450 0.596 -1.307 -0.10
H 3.07557 0.70898 9.21440 0.271 -0.343 0.121 0.10
H 4.30998 -0.12143 8.14569 0.055 0.495 0.036 0.08
H 2.84960 -0.98373 8.51686 0.405 -0.155 1.280 0.09
H 5.65431 1.34849 4.28917 0.156 0.267 -0.231 0.09
H 5.69591 2.79948 5.30638 -0.067 -0.419 0.879 0.09
H 4.26634 2.44604 4.39403 0.019 -0.016 -0.225 0.09
H 3.35043 -3.05196 4.60823 1.115 0.175 0.939 0.09
H 2.41945 -1.76003 4.16491 -0.495 0.201 0.124 0.07
H 2.00985 -2.58747 5.67430 0.125 0.087 0.159 0.09
C 8.74976 7.72221 -0.69798 -0.892 0.604 -0.719 -0.06
O 7.72510 7.43617 -1.72483 0.724 -0.924 0.941 -0.22
P 6.77161 6.19897 -1.45482 -3.512 -2.165 -3.044 0.48
O 5.79148 5.87054 -2.59574 3.054 1.312 3.319 -0.27
O 7.77059 4.93236 -1.14159 -0.942 0.438 0.738 -0.25
C 7.29901 3.82355 -0.30918 -0.101 0.068 0.306 -0.10
O 6.02738 6.51002 -0.03449 0.975 -0.953 -0.991 -0.25
C 5.48026 7.75982 0.30261 0.997 1.669 0.244 -0.12
H 8.82162 6.97122 0.08875 -0.057 -0.162 -0.310 0.08
H 8.39328 8.65695 -0.26521 0.481 0.058 0.142 0.08
H 9.68775 7.85053 -1.23817 -0.089 -0.031 0.236 0.09
H 6.98756 2.89557 -0.78871 -0.160 0.542 -1.161 0.08
H 6.45183 4.14576 0.29627 0.239 0.043 0.150 0.07
H 8.11464 3.44258 0.30540 0.218 0.745 0.225 0.07
H 4.44881 7.96051 0.01288 -0.106 -0.766 0.320 0.10
H 6.02858 8.60166 -0.12019 0.245 -0.119 -0.832 0.07
H 5.76341 7.94287 1.33915 -0.967 -0.409 0.408 0.09
C -0.28843 7.44519 2.89575 1.930 -3.028 -0.185 -0.09
C -0.71097 5.97256 3.19746 1.162 0.237 -1.578 -0.36
O -1.98092 5.91273 2.71383 -1.007 0.360 -1.052 0.14
C -2.47980 7.17005 2.87283 -3.604 -0.101 -1.985 -0.51
O -3.67352 7.38887 2.84301 2.430 0.052 0.558 0.16
O -1.48851 8.05922 2.79917 -2.097 2.036 1.032 0.10
F -0.91690 5.69416 4.47256 1.203 -0.236 3.042 0.10
H 0.16256 7.41100 1.90401 0.398 0.250 0.047 0.15
H 0.41094 7.79514 3.65504 -0.349 0.457 -0.007 0.14
H -0.05861 5.23196 2.73481 -0.090 -0.070 0.068 0.17
C 0.31001 -8.66594 4.44240 1.208 -0.094 1.706 -0.08
C -1.13061 -8.85222 4.65683 -1.399 -0.167 -1.005 -0.30
O -1.55086 -8.48932 3.35785 -2.014 0.226 -0.690 0.12
C -0.70321 -7.57520 2.81457 -0.870 1.793 -4.085 -0.51
O -0.85262 -6.91247 1.75983 0.089 -2.678 4.249 0.11
O 0.38222 -7.58410 3.54631 1.618 0.868 0.367 0.10
F -1.71051 -8.00739 5.57254 0.541 -0.010 -0.219 0.07
H 0.75671 -9.53860 3.96594 0.036 -0.090 0.256 0.15
H 0.74954 -8.42862 5.41121 0.594 0.138 -0.342 0.15
H -1.49002 -9.85101 4.90453 0.165 0.025 -0.273 0.17
C -4.41569 -8.26435 -1.05789 0.745 0.057 2.724 -0.06
C -5.53853 -7.97073 -0.05576 0.389 -3.801 -0.281 -0.41
O -5.77722 -6.67764 -0.06882 -1.303 4.006 0.144 0.18
C -5.16190 -6.09104 -1.10932 -0.299 3.692 -2.875 -0.46
O -5.31885 -4.94922 -1.61833 0.506 -4.756 2.950 0.11
O -4.33982 -7.00578 -1.62391 0.475 1.133 -3.429 0.08
F -5.28695 -8.35586 1.19853 0.276 -0.474 1.129 0.10
H -4.73319 -9.20859 -1.50026 0.213 0.705 -1.636 0.14
H -3.39425 -8.37104 -0.69266 -0.243 -0.696 0.769 0.15
H -6.37250 -8.55181 -0.44937 -0.711 0.168 0.555 0.17
C 8.06035 -2.68265 4.16298 -0.149 1.508 0.182 -0.05
C 9.03164 -1.89057 3.30571 -2.411 2.649 1.091 -0.40
O 8.14821 -1.29385 2.38134 -1.190 0.109 -1.240 0.09
C 6.99679 -2.01715 2.21962 -1.319 0.612 -2.327 -0.45
O 6.17920 -1.81669 1.28723 3.214 -1.315 4.471 0.09
O 6.99149 -2.93975 3.24595 -0.966 -0.373 -0.959 0.05
F 9.90375 -2.56386 2.65741 2.586 -2.259 -1.524 0.15
H 7.68955 -1.94564 4.87532 -0.170 -0.086 0.286 0.13
H 8.43113 -3.52218 4.75103 -0.160 -0.341 -0.797 0.15
H 9.45587 -0.97485 3.71755 0.527 -0.502 0.826 0.17
```
Forces are in eV/Å.

F_max: 0.1137 Eh/bohr
gap between HOMO and LUMO: 1.284 eV
total charge: 0